# 1
61
Properties=species:S:1:pos:R:3 method="wB97M-V/def2-TZVPD" orbital_gap_ev="4.41 / 6.64" e_homo_ev="-4.93 / -6.95" energy_ev=-136173.654 multiplicity=3 s2=2.044 mol_weight_g_mol=612.3 fmax_ev_per_a=2.252
Ti 0.0051 -0.5986 0.1375
C -3.8560 1.0420 -1.0849
C -2.5007 0.7740 -1.1378
N -1.9245 -0.3294 -0.5686
C -2.7794 -1.1787 0.1516
C -4.1573 -0.9408 0.2653
C -4.7047 0.1977 -0.4027
C -4.9427 -1.8128 1.0467
C -4.3511 -2.8587 1.7030
C -2.9719 -3.0944 1.6086
C -2.1697 -2.2789 0.8258
N -0.7876 -2.3373 0.6015
C 0.1262 -3.3082 0.9270
C -0.0179 -4.4311 1.7098
C 1.0666 -5.3205 1.9321
C 2.2908 -5.1259 1.3811
C 2.4857 -3.9985 0.5367
C 3.7030 -3.7406 -0.1220
C 3.8188 -2.6637 -0.9495
C 2.7060 -1.8222 -1.1016
N 1.5554 -2.0115 -0.5060
C 1.4277 -3.1033 0.3179
H -4.2243 1.9377 -1.5697
H -1.8353 1.4877 -1.6050
H -5.7671 0.3973 -0.3386
H -6.0074 -1.6298 1.1313
H -4.9498 -3.5180 2.3197
H -2.5601 -3.9136 2.1695
H -0.9575 -4.6531 2.1794
H 0.8981 -6.1808 2.5688
H 3.1116 -5.8088 1.5609
H 4.5408 -4.4107 0.0381
H 4.7361 -2.4341 -1.4740
H 2.7993 -0.9476 -1.7366
Br 2.5498 5.9249 1.3551
C 1.0898 4.7325 1.3991
C -0.2037 5.2311 1.3882
N -1.2839 4.4559 1.4328
C -1.0884 3.1326 1.4934
C 0.1720 2.5641 1.4922
C 1.2891 3.3672 1.4407
C 0.3045 1.0699 1.4887
O 1.3831 0.5102 1.0663
O -0.6562 0.3265 1.8180
H -0.3667 6.3029 1.3390
H -1.9628 2.4933 1.5300
H 2.2826 2.9371 1.4218
N 0.4990 0.4963 -1.9226
C 1.2177 1.7374 -2.0987
C 0.5692 2.8115 -2.6935
C 1.2096 4.0379 -2.8070
C 2.5063 4.1926 -2.3379
C 3.1478 3.1130 -1.7441
C 2.5053 1.8900 -1.6093
H -0.3805 0.5492 -2.4296
H 1.0143 -0.2717 -2.3461
H -0.4441 2.6917 -3.0634
H 0.6894 4.8694 -3.2649
H 3.0094 5.1465 -2.4269
H 4.1527 3.2265 -1.3571
H 2.9886 1.0770 -1.0795



# 2
11
Properties=species:S:1:pos:R:3 method="wB97M-V/def2-TZVPD" relative_energy_kcal_mol=130.29 orbital_gap_ev=8.29 e_homo_ev=-8.78 energy_ev=-11823.884 mol_weight_g_mol=113.1 fmax_ev_per_a=5.627
C -0.3590 0.8703 0.2164
C 1.8789 1.0826 -0.3233
C -0.7716 -2.0444 0.7243
C -1.1216 -0.1483 -0.6980
N 0.6765 1.3760 -0.4341
O -0.6197 0.8985 1.3969
O -1.5056 -1.2458 0.1479
O -1.4673 0.1115 -1.7903
H 2.6485 1.4293 -0.9419
H 2.1036 0.2396 0.2709
H -1.4627 -2.5693 1.4310



# 3
15
Properties=species:S:1:pos:R:3 method="wB97M-V/def2-TZVPD" relative_energy_kcal_mol=22.24 orbital_gap_ev=9.37 e_homo_ev=-8.86 energy_ev=-10995.343 mol_weight_g_mol=114.1 fmax_ev_per_a=4.324
C -1.4948 -0.0150 -0.4145
C -0.9367 0.8885 0.7074
C 1.3289 -0.0840 0.3599
C 0.8732 -0.4831 -0.9406
C -0.4035 -0.6362 -1.2702
H -2.1464 0.4932 -1.0068
H -0.8581 1.9066 0.2773
H -1.7117 0.8609 1.4828
H 0.6555 0.6613 2.1087
H 3.0864 -0.8496 0.2496
H 1.6404 -0.6561 -1.6782
H -0.6949 -1.0892 -2.2007
N 0.3411 0.3795 1.1990
N 2.4853 -0.3393 0.8950
F -2.1648 -1.0373 0.2314



# 4
27
Properties=species:S:1:pos:R:3 method="wB97M-V/def2-TZVPD" relative_energy_kcal_mol=0.00 orbital_gap_ev="7.23 / 6.03" e_homo_ev="-7.04 / -9.24" energy_ev=-23237.049 multiplicity=3 s2=2.011 mol_weight_g_mol=295.1 fmax_ev_per_a=8.442
C -1.3463 -1.8770 -2.7580
C -1.1041 -1.9484 -1.4464
C 1.6105 0.7150 1.8721
C 1.0088 1.8894 1.1981
C 1.6229 -0.3624 0.8392
C -0.5289 1.7753 1.2220
C 0.1825 -0.8115 0.4718
C -0.8404 0.5485 0.3912
C 0.1695 -1.5835 -0.9228
N -0.8541 0.9700 -0.9838
O 0.1844 1.3676 -1.4614
O -1.8591 0.8657 -1.6230
I -2.9150 0.2175 0.9048
H -2.3515 -2.2324 -3.1913
H -0.5018 -1.5988 -3.4459
H -1.9449 -2.2858 -0.8017
H 2.7051 0.9457 2.2417
H 0.9847 0.3619 2.7935
H 1.1349 2.8878 1.7110
H 1.3985 1.8898 0.1259
H 1.9798 -0.0109 -0.1100
H 2.2647 -1.2729 1.0003
H -0.8218 1.7259 2.3275
H -1.1396 2.6722 0.8288
H -0.2585 -1.4091 1.1582
H 0.6282 -2.4990 -0.6592
H 0.5915 -0.9407 -1.6824



# 5
14
Properties=species:S:1:pos:R:3 method="wB97M-V/def2-TZVPD" relative_energy_kcal_mol=195.84 total_charge=+1 orbital_gap_ev="7.47 / 7.88" e_homo_ev="-12.90 / -13.06" energy_ev=-8264.285 mol_weight_g_mol=95.1 fmax_ev_per_a=3.523
C 1.0730 1.0935 1.8177
C 0.1732 0.1301 1.7962
C 1.7050 1.4994 0.7223
C 0.2056 -0.1392 -0.4101
C -1.8229 -0.8406 0.5956
N -0.4964 -0.2406 0.7493
N 1.6105 0.4901 -0.4066
H 2.4902 2.3106 0.5407
H 0.0978 -0.8588 -1.2784
H -1.8974 -1.9961 0.6682
H -2.6879 -0.4242 1.2609
H -2.0966 -0.7807 -0.4466
H 1.6246 0.9419 -1.2887
H 2.4637 -0.0647 -0.6120



# 6
87
Properties=species:S:1:pos:R:3 method="wB97M-V/def2-TZVPD" relative_energy_kcal_mol=43.24 total_charge=+2 orbital_gap_ev="4.93 / 6.02" e_homo_ev="-12.12 / -12.80" energy_ev=-154862.241 mol_weight_g_mol=1030.3 fmax_ev_per_a=0.752
Sn -0.5984 -1.1326 0.1054
C -0.5810 -2.4801 -4.3117
C -0.8185 -2.4326 -2.9352
N -1.0323 -1.3091 -2.2702
C -1.0815 -0.1412 -2.9547
C -0.8058 -0.0939 -4.3361
C -0.5325 -1.3034 -5.0038
C -0.8418 1.1433 -5.0228
C -1.1677 2.2884 -4.3475
C -1.4841 2.2525 -2.9881
C -1.4614 1.0640 -2.2454
N -1.7980 0.8556 -0.9533
C -2.2530 1.7186 -0.0064
C -2.4288 3.1031 -0.0734
C -2.9673 3.8402 0.9869
C -3.3573 3.2315 2.1462
C -3.1800 1.8364 2.3011
C -3.5589 1.1555 3.4725
C -3.3494 -0.1924 3.5746
C -2.7157 -0.8442 2.5152
N -2.3673 -0.2327 1.3995
C -2.6035 1.0888 1.2550
H -0.4149 -3.4314 -4.7968
H -0.8101 -3.3485 -2.3611
H -0.3035 -1.2827 -6.0622
H -0.6452 1.1634 -6.0868
H -1.2081 3.2338 -4.8706
H -1.7764 3.1797 -2.5393
H -2.1539 3.6579 -0.9479
H -3.0788 4.9095 0.8730
H -3.8069 3.8004 2.9495
H -4.0157 1.7121 4.2815
H -3.6576 -0.7465 4.4504
H -2.4796 -1.9018 2.5709
C 3.1531 -0.3062 2.9367
N 2.0064 -0.4181 3.8270
C 1.8822 0.1900 5.0557
C 0.6930 -0.1880 5.5755
N 0.1183 -1.0246 4.6499
C 0.9196 -1.1645 3.5806
S 0.6791 -2.2323 2.2627
H 3.6703 0.6266 3.1435
H 2.8061 -0.3144 1.9063
H 3.8330 -1.1424 3.0918
H 2.6495 0.8233 5.4638
H 0.2240 0.0666 6.5081
H -0.7643 -1.4983 4.7386
I -0.1508 -4.7663 -0.0794
C -2.1898 -4.3220 0.1462
C -3.0874 -5.3554 0.3589
C -4.4302 -5.0259 0.4476
C -4.8156 -3.7019 0.2922
C -3.8378 -2.7505 0.0733
N -2.5340 -3.0514 0.0207
H -2.7476 -6.3775 0.4404
H -5.1666 -5.7991 0.6215
H -5.8564 -3.4138 0.3320
H -4.0864 -1.7067 -0.0703
N 5.9116 -1.9872 -4.1237
C 5.1369 -0.9046 -3.8879
O 5.3068 0.1819 -4.3943
C 3.9762 -1.1062 -2.9421
C 3.1851 -2.2456 -2.9317
C 2.0651 -2.2696 -2.1186
N 1.7064 -1.2555 -1.3306
C 2.4915 -0.1686 -1.3237
C 3.6180 -0.0515 -2.1159
H 6.7105 -1.8794 -4.7275
H 5.8116 -2.8421 -3.6077
H 3.4076 -3.0966 -3.5620
H 1.4265 -3.1453 -2.1054
H 2.1801 0.6406 -0.6814
H 4.2064 0.8557 -2.1140
Br 3.9035 6.4816 1.0711
C 2.8277 4.9401 1.2159
C 2.6495 4.3467 2.4573
C 1.8632 3.2108 2.5584
C 1.2728 2.6612 1.4268
C 1.4689 3.2643 0.1865
C 2.2369 4.4116 0.0763
C 0.4670 1.4066 1.5515
O -0.0454 1.0768 2.6132
O 0.3639 0.7298 0.4409
H 3.1187 4.7757 3.3317
H 1.6950 2.7456 3.5218
H 1.0200 2.8236 -0.6955
H 2.3850 4.8907 -0.8815



# 7
103
Properties=species:S:1:pos:R:3 method="wB97M-V/def2-TZVPD" relative_energy_kcal_mol=73.30 orbital_gap_ev="5.97 / 6.08" e_homo_ev="-5.79 / -6.22" energy_ev=-123114.352 multiplicity=2 s2=0.764 mol_weight_g_mol=913.7 fmax_ev_per_a=3.194
Ti 0.2107 0.5536 -1.1080
C 2.1882 1.4283 -7.4162
C 1.0322 0.7808 -6.6477
N 1.4974 -0.2859 -5.7927
C 1.8604 -0.0748 -4.4882
S 3.1358 -1.0389 -3.9294
N 1.2359 0.8761 -3.8443
N 1.3582 1.1929 -2.5608
C 1.8803 2.3846 -2.2409
C 2.1727 3.3755 -3.3280
C 2.0436 2.6079 -0.8577
C 2.7341 3.7014 -0.2826
C 2.9649 3.7479 1.0632
C 2.4936 2.6897 1.8695
C 1.8018 1.6705 1.2643
N 1.5537 1.5954 -0.0464
H 1.8411 2.2605 -8.0252
H 2.9388 1.7945 -6.7185
H 2.6651 0.7000 -8.0720
H 0.5351 1.5091 -6.0061
H 0.3037 0.3633 -7.3502
H 2.1108 -0.9500 -6.2481
H 2.6414 2.8717 -4.1702
H 1.2172 3.7726 -3.6771
H 2.8002 4.1963 -2.9997
H 3.1005 4.4826 -0.9277
H 3.5029 4.5736 1.5052
H 2.6536 2.6943 2.9371
H 1.4110 0.8470 1.8604
O -1.0304 -0.4598 -1.8929
C -1.0465 -1.4116 -2.7795
C -2.0889 -1.5026 -3.7221
C -2.1407 -2.5376 -4.6289
C -1.1690 -3.5328 -4.6209
C -0.1226 -3.4560 -3.7254
C -0.0275 -2.4021 -2.8139
C 1.1161 -2.2373 -1.9482
N 1.4619 -1.1112 -1.3437
C 2.6597 -1.3329 -0.7428
C 3.0383 -2.6246 -0.9498
N 2.0457 -3.1926 -1.6949
H -2.8415 -0.7265 -3.7200
H -2.9360 -2.5693 -5.3600
H -1.2294 -4.3533 -5.3219
H 0.6552 -4.2061 -3.7540
H 3.1884 -0.5358 -0.2550
H 3.9026 -3.1750 -0.6419
H 2.0778 -4.1110 -2.1056
O -1.0534 1.1686 0.7814
P -1.4362 1.2721 2.2032
C -0.8837 -0.1873 3.2273
P -0.2940 -1.5767 2.1423
O 0.0978 -1.1312 0.7940
C 1.1408 -2.2584 3.0299
C 2.3874 -1.7603 2.6695
C 3.5307 -2.2438 3.2728
C 3.4338 -3.2343 4.2363
C 2.1922 -3.7370 4.5958
C 1.0436 -3.2526 3.9955
C -1.5014 -2.9304 2.0636
C -2.6141 -3.1388 2.8657
C -3.3826 -4.2776 2.6800
C -3.0434 -5.2025 1.7069
C -1.9286 -4.9977 0.9089
C -1.1631 -3.8629 1.0864
C -3.2404 1.3489 2.4017
C -3.9818 0.3410 1.7957
C -5.3638 0.3840 1.8362
C -6.0047 1.4293 2.4846
C -5.2641 2.4288 3.0946
C -3.8805 2.3971 3.0464
C -0.7074 2.7227 3.0240
C -0.4936 2.8166 4.3945
C 0.0897 3.9568 4.9204
C 0.4270 5.0176 4.0934
C 0.1778 4.9396 2.7324
C -0.3784 3.7909 2.2000
H -1.6591 -0.4897 3.9299
H -0.0108 0.1254 3.8085
H 2.4458 -0.9919 1.9149
H 4.4953 -1.8605 2.9777
H 4.3313 -3.6118 4.7034
H 2.1335 -4.5189 5.3391
H 0.0705 -3.6414 4.2639
H -2.8905 -2.4236 3.6272
H -4.2481 -4.4495 3.3021
H -3.6441 -6.0900 1.5748
H -1.6563 -5.7224 0.1573
H -0.2945 -3.6736 0.4697
H -3.4532 -0.4581 1.2900
H -5.9449 -0.3920 1.3604
H -7.0841 1.4678 2.5090
H -5.7656 3.2357 3.6065
H -3.2972 3.1842 3.5023
H -0.7705 2.0022 5.0504
H 0.2752 4.0184 5.9840
H 0.8880 5.9021 4.5097
H 0.4260 5.7663 2.0842
H -0.5541 3.7001 1.1401
F -2.3482 1.9811 -1.3559
C -1.0206 2.1280 -1.6606
F -1.0331 2.3860 -3.0079
F -0.6935 3.3584 -1.1058



# 8
24
Properties=species:S:1:pos:R:3 method="wB97M-V/def2-TZVPD" relative_energy_kcal_mol=0.00 orbital_gap_ev=10.52 e_homo_ev=-9.77 energy_ev=-23425.057 mol_weight_g_mol=166.2 smiles="CC(C)S(=O)(=O)C(C)(C)O" fmax_ev_per_a=5.741
C 2.6894 0.7387 0.4329
C 1.8394 -0.7680 -1.4621
C -1.7526 -0.1397 1.4481
C -2.7496 0.9288 -0.4945
C 1.5606 -0.1168 -0.1480
C -1.5171 -0.0018 -0.0112
O 0.1256 1.9212 0.8637
O -0.1341 1.5664 -1.5753
O -1.5262 -1.1878 -0.7144
S 0.0583 0.9820 -0.2253
H 3.1713 1.2410 -0.3714
H 2.2203 1.3201 1.1870
H 3.4645 0.0596 0.7659
H 1.8544 -1.8775 -1.3818
H 2.8054 -0.4389 -1.8155
H 1.1309 -0.5841 -2.2551
H -2.6888 -0.8059 1.4820
H -0.8551 -0.5501 1.9741
H -1.9945 0.8455 1.8586
H -2.4133 1.5534 -1.2875
H -2.9726 1.3734 0.3510
H -3.5497 0.3160 -0.9447
H 1.2643 -0.9536 0.5831
H -1.6958 -0.8569 -1.5835